# 1
Molecular formula: C6H10O
Method: DFT, ωB97M-V/def2-TZVPD

Geometry as ORCA input:
```
! wB97M-V def2-TZVPD RIJCOSX def2/J DEFGRID3
* xyz 0 1
C -1.21 -0.77 -1.29
C -0.61 -0.61 0.10
C 0.89 -0.94 0.25
C 1.41 0.20 1.10
C 0.42 0.99 1.56
C -0.58 0.85 0.50
O 0.53 1.54 -0.60
H -0.67 -0.11 -1.98
H -1.13 -1.80 -1.66
H -2.26 -0.48 -1.30
H -1.20 -1.23 0.80
H 1.37 -1.03 -0.72
H 1.07 -1.87 0.80
H 2.47 0.37 1.25
H 0.52 1.89 2.15
H -1.56 1.36 0.61
H 0.54 1.65 -1.57
*
```

As for the calculated total energy: -8428.882 eV. The SMILES is C[C@H]1CC=C[C@H]1O. The value obtained for the relative energy (zero: lowest compared OMol25 entry of this formula, charge and spin) is 2.359 eV. The orbital gap comes out at 9.85 eV.

***

# 2
Molecular formula: C6H10O
Method: DFT, ωB97M-V/def2-TZVPD

Geometry as ORCA input:
```
! wB97M-V def2-TZVPD RIJCOSX def2/J DEFGRID3
* xyz 0 1
O 1.54 -0.83 1.29
C 1.32 -0.41 -0.05
C 0.08 -1.18 -0.42
C -1.14 -0.57 0.30
C -1.45 0.89 -0.04
C -0.17 1.65 -0.30
C 1.04 1.07 -0.32
H 1.14 -1.76 1.22
H 2.18 -0.70 -0.68
H 0.29 -2.26 0.16
H -0.05 -1.19 -1.52
H -0.89 -0.64 1.36
H -1.99 -1.21 0.08
H -2.09 0.97 -0.94
H -2.03 1.36 0.77
H -0.26 2.72 -0.49
H 1.89 1.66 -0.66
*
```

As for the calculated total energy: -8430.090 eV. The SMILES is O[C@@H]1C=CCCC1. The value obtained for the relative energy (zero: lowest compared OMol25 entry of this formula, charge and spin) is 1.150 eV. The orbital gap comes out at 10.48 eV.

***

What is the orbital gap in the second record? 10.48 eV

***

What is the relative energy (zero: lowest compared OMol25 entry of this formula, charge and spin) in the second record? 1.150 eV

***

Number 1 is which compound? C6H10O